50
Properties=species:S:1:pos:R:3:forces:R:3 method="wB97M-V/def2-TZVPD" lumo_ev="-8.13 / -8.13" gap_ev="3.61 / 3.61" e_tot_ev=-105934.9498 molar_mass_g_mol=444.49 multiplicity=1 total_charge=+2 relative_energy_ev=4.101
P 2.0742 0.9438 0.3182 2.5 -1.9 -0.2
P -0.8736 -0.6967 -2.0793 0.9 -2.8 -1.8
C 1.9461 0.1115 -1.3216 -0.3 0.0 -0.4
C 0.6956 0.2920 -2.2294 -0.2 0.6 -0.1
H 2.2233 -0.9446 -1.1632 -0.3 0.4 -0.1
H 2.7774 0.5376 -1.9001 -0.1 0.1 0.2
H 0.3516 1.3392 -2.3224 0.5 -0.3 0.0
H 0.9931 -0.0105 -3.2397 0.0 0.0 0.0
C -0.2204 -2.3042 -2.6637 0.1 0.2 -0.2
H -0.9530 -3.1136 -2.5732 0.1 0.3 0.0
H 0.7001 -2.5981 -2.1424 -0.3 0.1 0.0
H 0.0175 -2.1385 -3.7050 0.2 -0.3 -0.4
C -1.9317 -0.1641 -3.4507 0.2 -0.1 -0.4
H -1.4572 -0.5580 -4.3780 -0.3 0.4 0.6
H -1.9384 0.9215 -3.4917 -0.3 0.1 -0.1
H -2.9609 -0.5646 -3.3979 0.6 0.2 0.2
C 3.7841 0.4933 0.8120 0.9 0.6 -0.6
H 4.0268 0.7880 1.8494 -0.3 0.0 -0.5
H 4.5269 0.9583 0.1512 0.0 -0.1 0.2
H 3.9231 -0.5961 0.7509 -0.3 0.2 0.0
C 2.0626 2.6965 -0.1090 0.0 0.4 -0.1
H 1.2531 2.9106 -0.8281 0.2 -0.1 0.4
H 3.0145 2.9092 -0.6120 -0.1 0.0 0.1
H 1.9634 3.3519 0.7628 0.1 -0.2 -0.2
Zr -2.1103 2.0453 2.6486 0.5 -1.8 -0.5
C -1.8250 -1.3500 -0.6806 1.2 0.9 3.7
C -1.0236 -2.2419 0.1594 -2.8 -1.4 -0.9
C 0.3156 -1.8499 0.4833 1.0 -0.7 -1.0
C 0.7446 -1.2865 1.8279 0.1 -0.4 0.6
C 1.2449 0.1326 1.6398 -1.3 0.7 0.5
C 0.1808 1.1571 1.3745 -3.6 2.3 2.5
C -0.8957 1.1574 0.3478 -0.5 -0.2 -0.7
C -2.0096 0.0740 0.3151 -0.9 -0.4 1.2
C -2.5033 0.2743 3.8325 -0.5 0.4 0.7
H -2.8279 -1.6970 -0.9320 0.2 0.1 -0.3
H -1.3450 -3.2889 0.3746 0.0 1.1 -0.3
H 0.4761 -1.0139 -0.1939 0.5 -0.3 -0.2
H 0.9477 -2.7276 0.1748 0.1 0.9 0.4
H -0.0977 -1.2632 2.5521 0.5 0.1 -0.4
H 1.5254 -1.9090 2.2680 0.0 0.0 0.0
H 1.7800 0.4367 2.5215 0.3 0.3 0.5
H 0.2277 2.1678 1.8287 0.9 -0.3 0.0
H -0.4506 1.2684 -0.6241 -0.2 -0.1 -0.9
H -1.4375 2.1320 0.2975 0.2 0.1 0.5
H -2.0824 -0.4650 1.2866 -0.3 0.9 -0.9
H -2.9565 0.5431 0.0098 -0.1 -0.2 0.2
H -3.5064 0.2642 4.2770 0.0 0.3 -0.2
H -1.8637 -0.0215 4.6628 0.5 0.4 0.1
H -2.4941 -0.5687 3.1774 0.1 -0.7 -0.7
Br -4.0116 3.4660 3.3343 0.5 0.0 -0.3